Record 1
This record from OMol25 describes a structure of composition C32H80AsF6MgNO19 in a non-equilibrium geometry. The level of theory is wB97M-V/def2-TZVPD.

Structure (XYZ):
```
140
Properties=species:S:1:pos:R:3:lowdin_charge:R:1
Mg -3.82 1.33 1.38 0.7213
N -3.00 0.72 4.31 -0.6142
O -2.00 0.54 5.03 0.0408
O -4.06 0.69 4.84 0.0423
O -2.88 1.02 3.13 -0.0951
As -0.85 0.56 -0.43 0.9981
F -2.14 -0.11 -1.43 -0.2241
F 0.47 -0.04 -1.49 -0.2627
F 0.46 1.28 0.59 -0.2555
F -2.12 1.24 0.62 -0.2449
F -0.82 -0.92 0.67 -0.2516
F -0.98 2.03 -1.45 -0.2533
C 1.36 -3.52 -2.19 -0.1034
O 0.48 -4.13 -3.13 -0.2621
C 0.68 -3.60 -4.48 -0.1424
C -0.17 -4.32 -5.61 -0.1657
O 0.37 -5.59 -5.95 -0.1787
C 0.47 -6.45 -4.82 -0.1118
H 1.36 -2.44 -2.34 0.0691
H 2.36 -3.95 -2.22 0.0933
H 1.01 -3.66 -1.16 0.0815
H 1.76 -3.70 -4.64 0.1246
H 0.40 -2.55 -4.44 0.1065
H -0.33 -3.66 -6.46 0.1213
H -1.18 -4.51 -5.26 0.1005
H -0.23 -6.27 -4.01 0.0776
H 1.47 -6.33 -4.41 0.0878
H 0.39 -7.49 -5.12 0.0867
C 0.61 1.17 -4.45 -0.0654
O 1.80 1.36 -5.28 -0.1780
C 2.51 2.59 -4.99 -0.1738
C 3.36 2.46 -3.70 -0.2521
O 4.27 1.46 -3.93 -0.1752
C 4.80 0.84 -2.76 -0.0801
H 0.14 0.22 -4.69 0.0793
H -0.10 1.97 -4.66 0.0792
H 0.88 1.28 -3.40 0.0475
H 1.93 3.50 -4.84 0.1109
H 3.26 2.95 -5.69 0.1212
H 2.81 2.17 -2.80 0.1032
H 3.88 3.42 -3.57 0.1240
H 5.46 1.50 -2.20 0.0839
H 5.23 -0.12 -3.03 0.0903
H 3.95 0.48 -2.17 0.0653
C 3.20 -1.31 0.18 -0.1008
O 3.77 -2.27 1.04 -0.1699
C 5.04 -1.96 1.58 -0.2053
C 5.49 -2.94 2.61 -0.2402
O 5.98 -4.11 2.03 -0.1683
C 6.55 -5.03 2.95 -0.1066
H 3.03 -0.33 0.62 0.0809
H 2.18 -1.61 -0.07 0.0659
H 3.80 -1.26 -0.73 0.0766
H 5.02 -0.98 2.06 0.1207
H 5.80 -1.81 0.81 0.1299
H 4.81 -3.12 3.44 0.1251
H 6.32 -2.52 3.18 0.1207
H 7.56 -4.75 3.25 0.0860
H 6.73 -5.96 2.43 0.0818
H 5.88 -5.32 3.76 0.0887
C -0.10 7.11 -1.58 -0.0628
O 0.80 6.35 -0.70 -0.1846
C 0.82 4.94 -0.88 -0.1934
C 1.98 4.14 -0.23 -0.1536
O 3.15 4.64 -0.88 -0.1858
C 4.32 4.01 -0.57 -0.1556
H -0.38 6.56 -2.48 0.0812
H 0.45 8.00 -1.88 0.0825
H -1.01 7.48 -1.12 0.0537
H 0.95 4.87 -1.96 0.1127
H -0.11 4.44 -0.61 0.1027
H 1.79 3.11 -0.52 0.0995
H 2.07 4.22 0.86 0.1299
H 5.21 4.39 -1.07 0.0930
H 4.35 2.93 -0.75 0.0660
H 4.50 4.18 0.49 0.0881
C -3.55 -1.79 1.60 -0.0213
O -3.92 -0.60 0.88 -0.2471
C -4.67 -0.87 -0.31 -0.1282
C -5.31 0.47 -0.78 -0.1054
O -4.41 1.54 -0.44 -0.2843
C -4.27 2.45 -1.52 -0.0458
H -2.95 -1.60 2.49 0.1059
H -2.89 -2.39 0.97 0.0850
H -4.40 -2.43 1.82 0.1076
H -5.53 -1.52 -0.15 0.1395
H -4.08 -1.37 -1.09 0.1056
H -6.14 0.76 -0.14 0.1353
H -5.68 0.46 -1.81 0.1444
H -3.81 1.99 -2.39 0.1080
H -3.63 3.26 -1.17 0.0938
H -5.20 2.91 -1.86 0.1053
C -2.36 -3.21 -2.44 -0.0959
O -3.02 -3.95 -1.41 -0.1731
C -2.40 -5.21 -1.07 -0.1778
C -2.96 -6.05 0.10 -0.1343
O -2.96 -5.48 1.47 -0.1905
C -1.73 -5.48 2.08 -0.1559
H -3.01 -2.40 -2.77 0.0715
H -2.20 -3.67 -3.41 0.0730
H -1.46 -2.74 -2.02 0.0821
H -1.34 -5.13 -0.81 0.1012
H -2.21 -5.82 -1.95 0.1193
H -2.55 -7.05 0.17 0.1235
H -4.03 -6.16 -0.09 0.1159
H -1.76 -4.75 2.89 0.0874
H -0.86 -5.16 1.49 0.0838
H -1.54 -6.44 2.56 0.0860
C 1.99 0.33 8.35 -0.0758
O 1.31 -0.17 7.14 -0.2006
C 2.13 -1.11 6.41 -0.1909
C 1.98 -0.94 4.87 -0.1856
O 0.77 -0.22 4.61 -0.1726
C 0.57 -0.23 3.21 -0.1338
H 2.03 -0.44 9.12 0.0772
H 1.37 1.11 8.80 0.0784
H 2.94 0.74 8.01 0.0811
H 1.79 -2.04 6.88 0.1158
H 3.19 -1.08 6.65 0.1040
H 1.98 -1.96 4.48 0.1189
H 2.81 -0.34 4.51 0.1164
H 0.36 -1.21 2.77 0.0792
H 1.42 0.16 2.64 0.0666
H -0.25 0.45 2.97 0.0597
C -3.94 7.16 -0.79 -0.0774
O -3.98 5.79 -0.34 -0.1983
C -4.63 5.65 0.92 -0.1975
C -4.89 4.20 1.43 -0.1000
O -3.73 3.33 1.53 -0.2699
C -2.57 3.90 2.19 -0.0200
H -4.95 7.57 -0.78 0.0842
H -3.52 7.16 -1.79 0.0907
H -3.34 7.81 -0.14 0.0854
H -5.58 6.16 0.83 0.1239
H -4.06 6.22 1.66 0.1225
H -5.60 3.71 0.76 0.1263
H -5.26 4.25 2.45 0.1397
H -1.77 3.16 2.22 0.0917
H -2.74 4.06 3.26 0.1162
H -2.15 4.71 1.61 0.1051
```

Properties
Electronic energy   -5786.251663 hartree

Record 2
This record from OMol25 describes a cluster of 7 separate species, C32H81ClN5O15 in total in a non-equilibrium geometry. The level of theory is wB97M-V/def2-TZVPD.

Structure (XYZ):
```
134
Properties=species:S:1:pos:R:3:lowdin_charge:R:1
Cl 0.97 -2.87 0.99 0.6313
O 1.83 -1.83 0.43 -0.4064
O 0.32 -2.33 2.18 -0.4147
O -0.06 -3.09 0.03 -0.4021
O 1.69 -4.14 1.26 -0.4080
C -1.07 4.25 4.31 -0.0980
C -1.37 4.68 2.87 -0.3435
O -0.41 4.15 2.01 -0.0585
H -0.09 4.41 4.77 0.0701
H -1.19 3.19 4.52 0.0708
H -1.79 4.80 4.91 0.0643
H -1.39 5.77 2.79 0.1048
H -2.40 4.44 2.63 0.1032
H -0.36 3.23 2.27 0.0868
C 3.05 9.44 -2.19 -0.1344
O 3.87 8.78 -1.24 -0.1891
C 3.85 9.53 -0.01 -0.1745
C 4.88 8.78 0.96 -0.2183
N 4.38 7.63 1.64 -0.0432
C 5.47 7.16 2.48 -0.2401
C 5.33 5.87 3.25 -0.2248
O 5.22 4.81 2.30 -0.1576
C 5.57 3.60 2.86 -0.1535
H 2.60 10.39 -1.89 0.0773
H 2.23 8.86 -2.59 0.0785
H 3.70 9.60 -3.05 0.0830
H 2.83 9.44 0.34 0.1127
H 4.02 10.58 -0.23 0.1067
H 5.09 9.54 1.71 0.0974
H 5.86 8.64 0.49 0.1210
H 3.63 7.92 2.25 0.1175
H 5.72 7.91 3.22 0.1126
H 6.36 6.93 1.89 0.1248
H 4.43 5.98 3.85 0.1187
H 6.14 5.75 3.97 0.1186
H 5.05 3.24 3.75 0.0880
H 6.63 3.65 3.11 0.0828
H 5.42 2.83 2.11 0.0958
C 6.52 1.49 -6.06 -0.1609
O 5.21 1.58 -5.58 -0.1252
C 4.57 0.53 -6.25 -0.2559
C 3.17 0.27 -5.60 -0.1972
N 2.50 1.60 -5.41 -0.0522
C 1.04 1.47 -5.19 -0.1938
C 0.22 2.82 -5.23 -0.1634
O 0.84 3.79 -4.28 -0.2034
C -0.14 4.76 -3.90 -0.1170
H 7.09 2.32 -5.65 0.0881
H 6.72 1.57 -7.13 0.0830
H 7.08 0.59 -5.79 0.0851
H 5.08 -0.43 -6.17 0.1140
H 4.42 0.65 -7.33 0.1163
H 3.31 -0.20 -4.63 0.1161
H 2.58 -0.51 -6.09 0.1045
H 2.54 1.84 -6.39 0.0892
H 0.88 0.93 -4.25 0.1194
H 0.73 0.72 -5.92 0.0971
H -0.78 2.54 -4.91 0.1011
H 0.08 3.21 -6.24 0.1054
H -0.56 5.26 -4.77 0.0754
H 0.45 5.52 -3.40 0.0853
H -0.85 4.16 -3.32 0.0893
C 0.00 -6.14 10.07 -0.0925
O 1.48 -5.94 10.11 -0.2059
C 1.99 -5.83 8.71 -0.2041
C 3.42 -5.50 8.74 -0.2108
N 4.20 -6.39 9.69 -0.0366
C 5.69 -6.11 9.56 -0.2103
C 6.46 -7.04 10.43 -0.2381
O 5.91 -7.37 11.73 -0.1710
C 6.50 -8.47 12.36 -0.1402
H -0.16 -7.21 9.92 0.0731
H -0.51 -5.60 9.27 0.0752
H -0.52 -5.92 11.00 0.0733
H 1.43 -5.05 8.21 0.1193
H 1.76 -6.79 8.24 0.1196
H 3.57 -4.52 9.20 0.1249
H 3.90 -5.72 7.79 0.1203
H 4.14 -7.25 9.17 0.0936
H 5.91 -5.11 9.92 0.1143
H 6.13 -6.23 8.57 0.1154
H 7.36 -6.44 10.56 0.1118
H 6.84 -7.88 9.86 0.1147
H 5.77 -8.73 13.12 0.0871
H 7.50 -8.25 12.72 0.0864
H 6.46 -9.40 11.79 0.0805
C -6.95 -0.16 2.47 -0.1568
O -7.16 1.12 2.00 -0.1726
C -7.06 1.14 0.58 -0.2114
C -7.93 2.33 0.10 -0.1988
N -7.39 2.78 -1.17 -0.0631
C -8.38 2.95 -2.22 -0.2036
C -9.50 3.98 -1.93 -0.1780
O -9.04 5.04 -1.01 -0.2059
C -10.00 6.02 -0.70 -0.1356
H -7.81 -0.82 2.35 0.0813
H -6.87 -0.06 3.55 0.0877
H -6.10 -0.69 2.04 0.0948
H -7.38 0.21 0.11 0.1155
H -6.07 1.29 0.15 0.1180
H -7.92 3.11 0.87 0.1161
H -8.98 2.04 0.13 0.1161
H -6.89 3.65 -1.00 0.1117
H -8.89 2.02 -2.46 0.1162
H -7.87 3.33 -3.10 0.1078
H -10.27 3.48 -1.34 0.1014
H -9.95 4.34 -2.86 0.1122
H -10.23 6.66 -1.55 0.0828
H -9.56 6.80 -0.09 0.0777
H -10.83 5.71 -0.07 0.0865
C -0.77 -6.96 -10.13 -0.1073
O -1.32 -6.42 -8.94 -0.2232
C -2.34 -5.37 -9.02 -0.1796
C -3.05 -5.06 -7.66 -0.2113
N -3.94 -6.15 -7.25 -0.0558
C -4.06 -5.98 -5.80 -0.2319
C -4.43 -7.34 -5.06 -0.2122
O -3.39 -8.28 -5.03 -0.1839
C -2.07 -7.71 -4.85 -0.0887
H -0.46 -7.99 -9.96 0.0793
H 0.14 -6.42 -10.40 0.0831
H -1.62 -7.02 -10.82 0.0837
H -3.14 -5.56 -9.74 0.1117
H -1.73 -4.52 -9.32 0.1129
H -3.66 -4.17 -7.80 0.1171
H -2.28 -4.81 -6.93 0.1076
H -3.54 -7.06 -7.42 0.1013
H -4.92 -5.32 -5.85 0.1124
H -3.33 -5.43 -5.20 0.1061
H -5.27 -7.84 -5.54 0.1147
H -4.78 -7.13 -4.05 0.1118
H -1.96 -7.29 -3.85 0.0932
H -1.67 -7.00 -5.58 0.0757
H -1.31 -8.50 -4.86 0.0834
```

Properties
Electronic energy   -3129.722004 hartree
Total charge   -1

Record 3
This record from OMol25 describes a cluster of 8 separate species, C32H83ClN9O16 in total in a non-equilibrium geometry. The level of theory is wB97M-V/def2-TZVPD.

Structure (XYZ):
```
141
Properties=species:S:1:pos:R:3:lowdin_charge:R:1
Cl -1.92 -0.42 -0.76 0.6131
O -0.69 -0.35 -0.01 -0.3737
O -3.04 -0.27 0.11 -0.3524
O -1.83 0.60 -1.77 -0.3698
O -2.00 -1.74 -1.40 -0.3816
C -2.51 2.33 8.74 -0.1381
O -2.37 3.47 7.93 -0.1878
C -1.84 3.18 6.65 -0.2297
C -2.77 2.32 5.77 -0.2007
N -2.35 2.40 4.35 -0.0694
C -0.92 2.25 4.02 -0.1985
C -0.78 2.21 2.52 -0.2236
O -0.75 3.51 1.93 -0.1647
C -0.88 3.36 0.53 -0.1168
H -1.55 1.84 8.95 0.0888
H -3.28 1.61 8.47 0.0845
H -2.81 2.73 9.71 0.0857
H -0.83 2.77 6.80 0.1185
H -1.63 4.10 6.10 0.1220
H -3.79 2.64 5.95 0.1207
H -2.79 1.25 6.00 0.1014
H -2.55 3.38 4.15 0.1023
H -0.52 1.37 4.53 0.1168
H -0.44 3.13 4.46 0.1090
H -1.65 1.65 2.19 0.1197
H 0.16 1.70 2.29 0.1270
H -0.50 4.22 -0.02 0.0762
H -1.95 3.27 0.28 0.0845
H -0.46 2.43 0.15 0.0677
C 0.06 -6.57 0.72 -0.1438
O -0.09 -5.35 1.39 -0.1740
C -1.22 -4.62 0.91 -0.2118
C -1.40 -3.28 1.57 -0.2234
N -1.48 -3.37 3.02 -0.0584
C -1.64 -2.05 3.65 -0.1903
C -1.25 -2.09 5.12 -0.2287
O 0.03 -2.67 5.27 -0.1949
C 0.45 -2.73 6.61 -0.1185
H 0.88 -7.11 1.22 0.0827
H 0.48 -6.46 -0.28 0.0779
H -0.79 -7.25 0.74 0.0865
H -2.13 -5.22 0.87 0.1232
H -1.03 -4.40 -0.15 0.1050
H -2.38 -2.90 1.24 0.1182
H -0.67 -2.53 1.26 0.1075
H -0.57 -3.68 3.34 0.0979
H -2.68 -1.73 3.58 0.1236
H -1.00 -1.37 3.06 0.1165
H -1.97 -2.65 5.73 0.1204
H -1.25 -1.09 5.56 0.1062
H 0.60 -1.71 6.99 0.0860
H 1.27 -3.43 6.70 0.0878
H -0.36 -3.09 7.26 0.0823
C -2.11 5.15 -1.97 -0.1260
O -2.89 5.51 -3.10 -0.1702
C -2.86 4.50 -4.07 -0.2392
C -3.63 3.25 -3.66 -0.2322
N -5.03 3.56 -3.47 -0.0513
C -5.78 2.36 -3.02 -0.1847
C -7.13 2.79 -2.49 -0.2432
O -7.03 3.88 -1.59 -0.2055
C -8.28 4.44 -1.20 -0.0961
H -1.80 6.02 -1.39 0.0923
H -1.15 4.72 -2.28 0.0874
H -2.61 4.37 -1.40 0.0628
H -1.86 4.20 -4.41 0.1104
H -3.35 4.93 -4.95 0.1194
H -3.18 2.91 -2.71 0.0942
H -3.46 2.41 -4.35 0.1244
H -5.20 4.19 -2.69 0.0967
H -5.28 2.08 -2.08 0.1254
H -5.90 1.65 -3.83 0.1196
H -7.72 1.98 -2.04 0.1146
H -7.82 3.04 -3.31 0.1176
H -8.53 4.03 -0.22 0.0851
H -9.07 4.36 -1.95 0.0830
H -8.08 5.52 -1.20 0.0846
C 9.04 -3.20 2.04 -0.1375
O 8.46 -2.12 2.72 -0.1882
C 7.18 -1.74 2.25 -0.2391
C 6.71 -0.40 2.75 -0.2248
N 5.51 0.05 2.08 -0.0541
C 5.84 0.83 0.88 -0.2192
C 4.81 0.76 -0.22 -0.2375
O 3.59 1.33 0.23 -0.1696
C 2.58 1.12 -0.73 -0.1105
H 9.88 -3.58 2.61 0.0835
H 9.36 -2.91 1.03 0.0872
H 8.33 -4.03 1.94 0.0853
H 6.52 -2.52 2.68 0.1246
H 7.00 -1.95 1.19 0.1216
H 7.47 0.37 2.59 0.1188
H 6.60 -0.45 3.84 0.1181
H 4.77 -0.62 1.97 0.1123
H 6.77 0.48 0.40 0.1132
H 6.09 1.84 1.20 0.1187
H 4.77 -0.29 -0.55 0.1165
H 5.19 1.40 -1.03 0.1279
H 1.87 1.96 -0.77 0.0804
H 2.04 0.20 -0.49 0.0862
H 2.96 1.21 -1.75 0.0733
C -0.03 -3.82 -3.52 -0.0863
O 1.26 -3.27 -3.57 -0.2403
C 2.30 -4.00 -2.97 -0.2075
C 3.47 -3.04 -2.77 -0.2030
N 3.83 -2.35 -4.03 -0.0281
C 4.46 -1.08 -3.72 -0.2107
C 5.22 -0.59 -4.95 -0.2249
O 5.99 0.57 -4.69 -0.2051
C 6.59 1.18 -5.79 -0.1308
H -0.10 -4.84 -3.92 0.0922
H -0.66 -3.15 -4.10 0.0966
H -0.46 -3.87 -2.52 0.0758
H 2.66 -4.78 -3.67 0.1248
H 2.11 -4.57 -2.05 0.1209
H 4.33 -3.60 -2.38 0.1157
H 3.14 -2.30 -2.03 0.1107
H 2.90 -2.23 -4.43 0.0774
H 5.23 -1.16 -2.94 0.1120
H 3.81 -0.27 -3.37 0.1034
H 4.49 -0.38 -5.74 0.1171
H 5.87 -1.34 -5.41 0.1186
H 7.38 0.57 -6.24 0.0845
H 6.88 2.20 -5.52 0.0837
H 5.79 1.32 -6.55 0.0856
C 0.76 -0.06 -4.77 -0.6555
O 1.36 -0.65 -5.68 -0.0053
N 0.13 1.15 -4.91 0.1583
N 0.69 -0.56 -3.50 0.1902
H -0.33 1.51 -4.10 0.0759
H 0.14 1.71 -5.75 0.0939
H 0.17 -0.03 -2.83 0.0616
H 0.87 -1.57 -3.45 0.0625
C -6.22 -1.07 -2.21 -0.6867
O -7.25 -0.75 -2.81 -0.0214
N -5.14 -1.59 -2.86 0.1696
N -6.17 -1.16 -0.86 0.1642
H -4.27 -1.64 -2.37 0.0670
H -5.07 -1.52 -3.86 0.1005
H -6.95 -0.90 -0.30 0.0983
H -5.32 -1.28 -0.33 0.0792
```

Properties
Electronic energy   -3425.508380 hartree
Total charge   -1

no.,highest occupied orbital energy (eV),orbital gap (eV)
1,-8.6,8.10
2,-5.5,7.56
3,-6.5,8.62